ORCA calculation (ωB97M-V with the def2-TZVPD basis set) on a cluster of 6 separate species, C36H90N6 in total in a non-equilibrium geometry.

Geometry as ORCA input:
```
! RIJCOSX wB97M-V def2-TZVPD def2/J DEFGRID3
* xyz 0 1
C 0.074 -1.443 1.878
C -0.386 -0.188 1.170
N 0.591 0.940 1.311
C 0.119 2.252 0.720
C -1.256 2.654 1.223
C 2.074 0.609 1.027
C 2.409 0.268 -0.430
H 0.977 -1.964 1.562
H -0.650 -2.246 2.013
H 0.415 -1.257 2.897
H -0.689 -0.457 0.158
H -1.312 0.049 1.693
H 0.765 3.049 1.088
H 0.205 2.413 -0.354
H -1.359 3.732 1.347
H -1.963 2.203 0.526
H -1.433 2.429 2.275
H 2.501 -0.091 1.745
H 2.706 1.422 1.385
H 1.767 -0.512 -0.839
H 3.436 -0.090 -0.507
H 2.277 1.057 -1.171
C 4.075 -0.390 -4.696
C 3.083 0.218 -5.781
N 1.693 -0.090 -5.523
C 1.243 0.436 -4.144
C 1.300 1.993 -4.116
C 0.777 0.162 -6.629
C 0.951 -0.879 -7.761
H 4.063 -0.022 -3.670
H 5.110 -0.382 -5.038
H 3.823 -1.446 -4.597
H 3.207 1.300 -5.796
H 3.313 -0.289 -6.718
H 0.246 -0.002 -4.180
H 1.835 -0.030 -3.356
H 0.906 2.468 -5.014
H 0.918 2.383 -3.173
H 2.369 2.193 -4.192
H 0.875 1.134 -7.113
H -0.289 0.057 -6.428
H 0.717 -1.935 -7.627
H 1.966 -0.909 -8.158
H 0.490 -0.568 -8.699
C -5.135 -2.525 -0.861
C -4.657 -1.813 -2.179
N -3.896 -0.576 -1.823
C -4.470 0.376 -0.948
C -5.514 1.206 -1.585
C -3.243 -0.146 -3.082
C -2.300 1.030 -2.868
H -5.449 -3.548 -1.070
H -5.987 -2.021 -0.403
H -4.387 -2.566 -0.070
H -3.963 -2.488 -2.680
H -5.506 -1.659 -2.845
H -4.792 -0.061 -0.003
H -3.606 0.956 -0.625
H -6.132 1.762 -0.880
H -5.179 1.945 -2.312
H -6.188 0.618 -2.208
H -4.004 0.150 -3.804
H -2.669 -0.931 -3.574
H -1.414 1.049 -2.233
H -2.925 1.894 -2.644
H -1.810 1.325 -3.795
C -0.995 -5.067 -0.549
C -0.090 -3.814 -0.864
N 0.340 -3.793 -2.395
C -0.777 -3.684 -3.283
C -0.363 -3.929 -4.759
C 1.465 -2.933 -2.661
C 2.764 -3.479 -2.010
H -0.630 -6.054 -0.833
H -1.953 -5.084 -1.069
H -1.295 -5.115 0.498
H -0.628 -2.921 -0.545
H 0.823 -3.890 -0.273
H -1.377 -2.784 -3.144
H -1.500 -4.476 -3.087
H 0.266 -3.134 -5.160
H -1.332 -3.932 -5.259
H 0.104 -4.913 -4.810
H 1.601 -2.930 -3.743
H 1.205 -1.946 -2.277
H 2.803 -3.081 -0.996
H 2.874 -4.555 -1.880
H 3.593 -3.103 -2.610
C -5.225 6.632 5.909
C -5.200 5.792 4.584
N -4.029 5.018 4.366
C -4.231 3.730 3.639
C -5.079 3.740 2.352
C -2.849 5.691 3.789
C -1.536 5.035 4.073
H -5.080 5.987 6.775
H -6.243 7.010 6.009
H -4.448 7.394 5.964
H -6.107 5.191 4.655
H -5.337 6.397 3.687
H -3.354 3.105 3.469
H -4.769 3.216 4.436
H -5.052 2.845 1.730
H -6.130 3.873 2.607
H -4.765 4.548 1.691
H -2.815 6.758 4.009
H -3.096 5.768 2.730
H -1.275 5.405 5.065
H -0.810 5.529 3.427
H -1.467 3.954 3.946
C 4.152 -3.088 3.584
C 4.490 -1.666 4.289
N 5.739 -1.568 5.133
C 5.903 -2.635 6.129
C 4.857 -2.905 7.170
C 6.916 -1.273 4.310
C 6.878 0.234 3.883
H 3.225 -3.034 3.013
H 3.951 -3.897 4.286
H 5.030 -3.362 2.999
H 4.673 -0.930 3.505
H 3.658 -1.194 4.812
H 5.997 -3.481 5.447
H 6.872 -2.680 6.624
H 4.898 -2.326 8.093
H 3.873 -2.822 6.708
H 4.940 -3.959 7.433
H 6.895 -1.874 3.401
H 7.834 -1.405 4.882
H 6.276 0.738 4.639
H 6.327 0.354 2.951
H 7.899 0.565 3.691
*
```

These are the Löwdin partial charges, in e, on atoms 1 to 4: atom 1 (C): -0.12, atom 2 (C): -0.25, atom 3 (N): -0.13, atom 4 (C): -0.24


ORCA calculation (ωB97M-V with the def2-TZVPD basis set) on a cluster of 2 separate species, C3H12N3S in total in a non-equilibrium geometry.

Geometry as ORCA input:
```
! RIJCOSX wB97M-V def2-TZVPD def2/J DEFGRID3
* xyz 1 1
N 1.918 -0.624 0.335
C 1.820 -0.324 -0.986
N 2.928 -0.426 -1.727
N 0.655 -0.025 -1.555
H 1.164 -0.366 0.967
H 2.777 -1.148 0.645
H 3.797 -0.674 -1.234
H 2.874 -0.344 -2.705
H -0.169 -0.135 -0.955
H 0.590 -0.032 -2.601
C -2.871 -0.627 0.719
S -1.100 -0.250 0.953
C -1.120 1.503 1.476
H -3.429 0.273 0.412
H -3.351 -0.899 1.667
H -2.977 -1.496 0.032
H -0.207 1.747 2.002
H -1.232 2.140 0.580
H -2.065 1.706 1.975
*
```

These are the Löwdin partial charges, in e, on atoms 1 to 4: atom 1 (N): 0.16, atom 2 (C): -0.48, atom 3 (N): 0.20, atom 4 (N): 0.16


no.,E_tot (Ha),orbital gap (Ha)
1,-1753.91044,0.3175
2,-683.74418,0.3552